[1]
# C2H2I2

A cluster of 2 separate species, C2H2I2 in total in a non-equilibrium geometry (ωB97M-V with the def2-TZVPD basis set, OMol25).

- Frontier orbital gap: 9.86 eV
- SMILES: C#CI.I
- Electronic energy: -18305.032 eV
- Molecular weight: 279.846 g mol⁻¹
- Energy above the lowest of the compared OMol25 structures with the same formula, charge and spin: 31.2 kcal per mole
- LUMO energy: 0.275 eV
- HOMO: -9.6 eV

The geometry in ORCA input format:
```
! wB97M-V def2-TZVPD RIJCOSX def2/J DEFGRID3
* xyz 0 1
C -0.472 -1.754 0.766
C -0.934 -0.674 0.930
I 1.015 1.572 -1.780
I -1.795 1.124 1.319
H 2.229 2.503 -2.061
H -0.043 -2.771 0.826
*
```



[2]
# C46H78BaGeN6O3P3

A structure of composition C46H78BaGeN6O3P3 (ωB97M-V with the def2-TZVPD basis set, OMol25).

- Frontier orbital gap (alpha / beta): 6.37 / 6.37 eV
- Electronic energy: -149123.278 eV
- Molecular weight: 1066.029 g mol⁻¹
- Expectation value of S²: 0.76
- Energy above the lowest of the compared OMol25 structures with the same formula, charge and spin: 51.8 kcal per mole
- LUMO energy (alpha / beta): 0.224 / 0.226 eV
- HOMO (alpha / beta): -6.2 / -6.1 eV

The geometry in ORCA input format:
```
! wB97M-V def2-TZVPD RIJCOSX def2/J DEFGRID3
* xyz 0 2
Ba -0.964 -1.268 -0.048
C -5.157 2.696 0.621
C -4.934 1.278 0.088
C -5.136 0.254 1.208
P -3.310 0.946 -0.750
C -2.187 2.138 0.179
N -0.732 2.086 0.055
Ge 0.617 1.086 1.252
N 0.262 1.890 3.022
C -0.425 1.200 4.086
P -1.071 -0.479 3.647
C -2.193 -0.791 5.107
C -3.642 -0.553 4.678
C -1.886 -0.033 6.400
C 0.351 -1.650 3.918
C -0.150 -3.087 3.743
C 1.151 -1.503 5.207
C 0.462 3.230 3.193
C 0.056 3.999 4.294
C 0.269 5.370 4.309
C 0.882 6.013 3.246
C 1.316 5.258 2.162
C 1.129 3.893 2.153
N 1.605 3.027 1.083
C 1.161 3.534 -0.211
C 1.911 4.441 -0.928
C 1.375 5.060 -2.051
C 0.069 4.770 -2.407
C -0.664 3.823 -1.705
C -0.119 3.130 -0.617
C 3.024 2.724 1.140
C 3.940 3.428 1.890
C 5.285 3.067 1.866
C 5.674 1.993 1.080
C 4.753 1.265 0.342
C 3.383 1.604 0.347
N 2.361 0.998 -0.300
C 2.710 -0.155 -1.099
P 1.529 -0.313 -2.519
C 1.678 1.347 -3.334
C 1.126 1.277 -4.761
C 3.035 2.046 -3.284
C 2.396 -1.544 -3.619
C 2.535 -2.855 -2.837
C 3.748 -1.161 -4.219
C -3.587 1.520 -2.494
C -4.159 2.921 -2.706
C -2.337 1.230 -3.332
H -6.198 2.810 0.931
H -4.941 3.470 -0.115
H -4.538 2.884 1.499
H -5.676 1.085 -0.696
H -4.430 0.437 2.023
H -4.972 -0.767 0.866
H -6.144 0.334 1.622
H -2.452 1.924 1.225
H -2.527 3.163 -0.001
H -1.348 1.742 4.350
H 0.178 1.175 5.003
H -2.083 -1.860 5.313
H -3.809 0.506 4.456
H -4.333 -0.833 5.476
H -3.887 -1.128 3.785
H -2.119 1.029 6.301
H -0.844 -0.121 6.705
H -2.506 -0.422 7.211
H 1.016 -1.423 3.076
H -0.808 -3.383 4.562
H 0.691 -3.785 3.753
H -0.705 -3.222 2.811
H 0.552 -1.782 6.077
H 1.518 -0.487 5.352
H 2.021 -2.165 5.188
H -0.429 3.530 5.139
H -0.060 5.942 5.168
H 1.029 7.085 3.257
H 1.803 5.739 1.323
H 2.915 4.671 -0.592
H 1.961 5.774 -2.615
H -0.388 5.267 -3.255
H -1.665 3.594 -2.031
H 3.613 4.255 2.505
H 6.006 3.617 2.455
H 6.718 1.703 1.046
H 5.105 0.418 -0.232
H 2.703 -1.097 -0.525
H 3.715 -0.058 -1.524
H 0.985 1.956 -2.745
H 1.873 0.897 -5.461
H 0.834 2.273 -5.101
H 0.245 0.631 -4.829
H 3.806 1.497 -3.825
H 3.365 2.194 -2.257
H 2.946 3.033 -3.745
H 1.695 -1.711 -4.445
H 3.379 -2.796 -2.146
H 2.714 -3.697 -3.511
H 1.646 -3.066 -2.238
H 4.471 -0.902 -3.444
H 3.670 -0.319 -4.904
H 4.156 -2.007 -4.779
H -4.354 0.807 -2.824
H -3.569 3.700 -2.225
H -5.174 2.993 -2.316
H -4.199 3.153 -3.773
H -1.470 1.806 -3.011
H -2.521 1.467 -4.383
H -2.064 0.173 -3.268
C 3.106 -4.022 1.904
O 2.180 -3.146 1.202
C 1.162 -3.560 0.518
C 0.900 -5.025 0.514
H 3.440 -4.825 1.253
H 2.630 -4.427 2.795
H 3.941 -3.387 2.183
H 1.198 -5.568 1.414
H 1.466 -5.434 -0.336
H -0.154 -5.188 0.293
O -2.163 -3.337 0.586
O -2.812 -2.365 1.204
C -2.301 -5.880 -3.678
C -0.937 -5.237 -3.454
C 0.111 -6.311 -3.177
C -0.521 -4.425 -4.690
N -0.991 -4.421 -2.229
N -1.814 -3.266 -2.284
H -2.268 -6.553 -4.536
H -3.065 -5.127 -3.878
H -2.599 -6.448 -2.796
H 0.137 -7.043 -3.985
H -0.117 -6.826 -2.243
H 1.108 -5.867 -3.096
H -0.260 -5.092 -5.513
H 0.351 -3.806 -4.467
H -1.324 -3.778 -5.049
H -0.055 -4.099 -2.012
H -2.746 -3.510 -1.974
H -1.862 -2.880 -3.224
*
```



[3]
# C5H8O

The molecule C5H8O (ωB97M-V with the def2-TZVPD basis set, OMol25).

- Frontier orbital gap: 11.26 eV
- SMILES: C1CC1[C@H]1CO1
- Electronic energy: -7359.994 eV
- Molecular weight: 84.118 g mol⁻¹
- Energy above the lowest of the compared OMol25 structures with the same formula, charge and spin: 52.1 kcal per mole
- LUMO energy: 1.213 eV
- HOMO: -10.0 eV

The geometry in ORCA input format:
```
! wB97M-V def2-TZVPD RIJCOSX def2/J DEFGRID3
* xyz 0 1
C 0.585 1.485 -0.715
C 0.782 0.245 -1.536
C 0.503 0.140 -0.057
C -0.812 -0.304 0.524
C -0.876 -1.439 1.444
O -0.983 -0.114 1.927
H -0.355 2.018 -0.828
H 1.438 2.117 -0.489
H 1.789 0.015 -1.878
H 0.002 -0.042 -2.236
H 1.351 -0.157 0.561
H -1.728 0.015 0.048
H -1.758 -2.075 1.489
H 0.061 -1.903 1.746
*
```



[4]
# C12H12N2O9Rh

A structure of composition C12H12N2O9Rh (ωB97M-V with the def2-TZVPD basis set, OMol25).

- Frontier orbital gap (alpha / beta): 9.73 / 7.72 eV
- Electronic energy: -37045.004 eV
- Molecular weight: 431.139 g mol⁻¹
- Expectation value of S²: 6.02
- LUMO energy (alpha / beta): -3.395 / -5.292 eV
- HOMO (alpha / beta): -13.1 / -13.0 eV

The geometry in ORCA input format:
```
! wB97M-V def2-TZVPD RIJCOSX def2/J DEFGRID3
* xyz 1 5
Rh 1.060 0.142 -0.127
O 4.330 -4.836 -0.373
C 3.630 -3.706 -0.268
C 3.624 -2.921 0.894
C 2.860 -1.780 0.888
N 2.158 -1.457 -0.188
C 2.158 -2.162 -1.316
C 2.893 -3.316 -1.398
C 1.309 -1.511 -2.396
O 1.173 -1.991 -3.481
O 0.900 -0.287 -2.045
C 2.711 -0.744 1.986
O 3.241 -0.846 3.050
O 2.048 0.339 1.558
H 4.814 -5.034 0.438
H 4.197 -3.180 1.775
H 2.906 -3.903 -2.306
O 3.186 2.071 -0.899
O 3.971 1.183 -1.076
O -0.492 1.587 -0.225
C -1.412 0.711 -0.066
O -1.167 -0.478 0.173
C -2.842 1.197 -0.145
N -2.829 2.633 -0.630
C -3.665 3.466 0.322
C -4.505 2.436 1.060
C -3.547 1.257 1.214
H -3.399 0.591 -0.857
H -3.176 2.697 -1.585
H -1.837 2.915 -0.642
H -4.227 4.201 -0.247
H -2.975 3.979 0.988
H -5.377 2.154 0.467
H -4.857 2.822 2.014
H -4.040 0.315 1.437
H -2.820 1.454 2.005
*
```



[5]
# C3H6N2O3

A cluster of 2 separate species, C3H6N2O3 in total in a non-equilibrium geometry (ωB97M-V with the def2-TZVPD basis set, OMol25).

- Frontier orbital gap: 8.36 eV
- Electronic energy: -12325.384 eV
- Molecular weight: 118.092 g mol⁻¹
- Energy above the lowest of the compared OMol25 structures with the same formula, charge and spin: 157.8 kcal per mole
- LUMO energy: -0.243 eV
- HOMO: -8.6 eV

The geometry in ORCA input format:
```
! wB97M-V def2-TZVPD RIJCOSX def2/J DEFGRID3
* xyz 0 1
C 0.808 0.425 0.096
C -0.225 -0.500 -0.176
C -1.497 -0.303 0.334
H -0.473 1.986 -0.045
H 1.168 2.421 -0.246
H -0.101 -0.745 -1.390
H 0.032 -1.609 0.104
H -3.342 -0.648 0.217
H 3.397 -0.986 -0.111
N 0.451 1.668 -0.349
N 2.059 0.010 0.290
O -2.631 -1.046 -0.315
O -1.803 0.683 1.089
O 2.157 -1.358 0.502
*
```



[6]
# C3H2Li2O3Zn

A structure of composition C3H2Li2O3Zn in a non-equilibrium geometry (ωB97M-V with the def2-TZVPD basis set, OMol25).

- Frontier orbital gap (alpha / beta): 5.70 / 6.10 eV
- Electronic energy: -58092.225 eV
- Molecular weight: 165.318 g mol⁻¹
- LUMO energy (alpha / beta): -9.294 / -8.795 eV
- HOMO (alpha / beta): -15.0 / -14.9 eV

The geometry in ORCA input format:
```
! wB97M-V def2-TZVPD RIJCOSX def2/J DEFGRID3
* xyz 2 1
C 0.547 0.543 0.919
C 0.252 -0.202 -0.399
O 1.492 1.325 1.032
H -0.195 0.353 1.695
H 0.526 0.201 -1.376
Li 3.221 1.028 1.436
Li 1.072 2.980 0.395
O -0.392 -1.346 -0.287
C -1.388 -1.861 -1.231
O -2.178 -1.600 -2.001
Zn -2.957 -1.421 -0.183
*
```